ORCA calculation (ωB97M-V/def2-TZVPD) on a 2-piece molecular cluster, C3H4NOS overall.

The value obtained for the calculated total energy is -17547.6615 eV. The calculation puts the highest occupied orbital energy (alpha / beta) at -2.44 / -2.44 eV. The value obtained for the strongest force on any atom is 0.1213 hartree/bohr. Its gap between HOMO and LUMO (alpha / beta) is 5.9 / 5.9 eV. As for the net charge: -1.

```
10
Properties=species:S:1:pos:R:3:lowdin_charge:R:1
C 1.1225 0.2146 0.6149 -0.499
C -1.5833 -0.6129 -1.3258 -0.924
C -0.0914 0.7894 0.1077 -0.163
N 1.0923 -0.2635 1.7498 -0.028
O -2.5547 0.1088 -1.4321 -0.076
S -0.8723 -1.9537 -1.8195 0.530
H 2.0514 0.2932 -0.0221 0.093
H -0.8243 0.8281 0.8669 0.000
H -0.2140 1.5367 -0.7448 0.034
H 1.8738 -0.9407 2.0050 0.032
```


ORCA calculation (ωB97M-V/def2-TZVPD) on C3H4NaO3Tl as an isolated structure.

The value obtained for the calculated total energy is -18422.2000 eV. The calculation puts the highest occupied orbital energy (alpha / beta) at -4.55 / -7.62 eV. The value obtained for the strongest force on any atom is 0.1090 hartree/bohr. Its gap between HOMO and LUMO (alpha / beta) is 4.4 / 7.5 eV. As for the net charge: 0.

```
12
Properties=species:S:1:pos:R:3:lowdin_charge:R:1
H 0.4042 1.3340 -2.6237 0.095
C 0.0835 1.6735 -1.6078 -0.434
C 1.3858 1.8635 -0.8778 -0.146
O 1.3654 1.8938 0.4006 -0.121
C 3.1210 3.3595 1.5846 0.096
O 2.8774 3.3662 2.9055 -0.107
Na -0.3800 0.4333 1.0942 0.377
O -0.7756 0.8235 -0.9779 -0.639
H -0.3361 2.6964 -1.7827 0.141
H 2.1430 2.4681 -1.4186 0.134
H 3.6743 3.4604 3.4482 0.077
Tl -0.3776 -1.3544 -1.4500 0.526
```


ORCA calculation (ωB97M-V/def2-TZVPD) on C3H4NaO5 as an isolated structure.

The value obtained for the calculated total energy is -17828.0464 eV. The calculation puts the highest occupied orbital energy (alpha / beta) at -8.09 / -8.91 eV. The value obtained for the strongest force on any atom is 0.0889 hartree/bohr. Its expectation value of S² is 0.76. Its gap between HOMO and LUMO (alpha / beta) is 7.2 / 8.0 eV. As for the multiplicity: 2. As for the net charge: 0.

```
13
Properties=species:S:1:pos:R:3:lowdin_charge:R:1
C -3.6527 2.7426 3.8419 -0.262
C -3.3393 1.3685 4.0525 -0.056
O -2.2711 0.7312 3.5881 0.059
C -0.9793 1.2554 3.4349 -0.678
O -0.3990 0.8882 2.4071 0.001
O -0.7068 2.2854 4.0933 -0.019
O -2.8718 3.5876 3.3844 0.014
H -4.6171 3.0546 4.2832 0.112
H -3.9635 0.7620 4.7101 0.122
H -0.3274 3.5177 3.1011 0.249
O 0.5394 3.9482 2.1695 -0.296
H 0.4548 4.8973 2.0741 -0.007
Na 1.3146 2.2710 0.9144 0.760
```


ORCA calculation (ωB97M-V/def2-TZVPD) on C3H4NaORb as an isolated structure.

The value obtained for the calculated total energy is -10288.7325 eV. The calculation puts the highest occupied orbital energy (alpha / beta) at -4.39 / -4.39 eV. The value obtained for the strongest force on any atom is 0.0619 hartree/bohr. Its gap between HOMO and LUMO (alpha / beta) is 3.7 / 3.7 eV. As for the net charge: 0.

```
10
Properties=species:S:1:pos:R:3:lowdin_charge:R:1
C -0.6037 0.1216 1.4007 -0.287
C 0.7392 -0.2562 1.2775 -0.290
C 0.1413 0.6056 -1.2430 -0.333
O -0.6707 -0.0881 -1.9853 -0.487
Rb 1.2273 -0.3702 -4.1150 0.836
H -0.6788 1.0980 1.9211 -0.059
H 1.0325 -1.2150 0.8157 -0.004
H 1.5871 0.3200 1.6865 0.018
H -0.3089 1.5671 -0.8771 -0.044
Na -2.4654 -1.7829 1.1188 0.649
```


ORCA calculation (ωB97M-V/def2-TZVPD) on one molecule with the formula C3H4O.

The value obtained for the calculated total energy is -5218.6495 eV. The calculation puts the highest occupied orbital energy at -8.37 eV. The value obtained for the strongest force on any atom is 0.2008 hartree/bohr. Its gap between HOMO and LUMO is 8.4 eV. As for the net charge: 0.

```
8
Properties=species:S:1:pos:R:3:lowdin_charge:R:1
C 0.6911 -0.5924 -0.0557 -0.223
C -0.7094 -0.4287 -0.1672 -0.078
C -1.9494 -0.0017 0.3503 -0.120
O -3.1273 0.4311 0.0209 0.022
H 1.1812 -1.2193 -0.8019 0.055
H 1.3228 0.3779 0.1605 0.104
H 1.1016 -1.2976 0.8489 0.130
H -3.2466 0.6518 -0.8931 0.110
```


ORCA calculation (ωB97M-V/def2-TZVPD) on a 2-piece molecular cluster, C3H4O overall.

The value obtained for the calculated total energy is -5219.8288 eV. The calculation puts the highest occupied orbital energy at -10.48 eV. The value obtained for the strongest force on any atom is 0.1011 hartree/bohr. Its gap between HOMO and LUMO is 10.9 eV. As for the net charge: 0.

```
8
Properties=species:S:1:pos:R:3:lowdin_charge:R:1
C -2.9574 0.3335 -0.0154 -0.008
C -1.9528 -0.3027 0.0877 0.001
H -3.9244 0.6066 -0.2489 -0.008
H -1.0113 -0.8053 0.1534 0.006
C 2.5671 0.3656 0.0604 -0.078
O 1.6501 -0.4630 -0.1051 -0.055
H 2.8884 0.6754 1.0129 0.059
H 2.9047 0.8493 -0.8728 0.083
```


ORCA calculation (ωB97M-V/def2-TZVPD) on a 2-piece molecular cluster, C3H4O2 overall.

The value obtained for the calculated total energy is -7261.1684 eV. The calculation puts the highest occupied orbital energy (alpha / beta) at -9.23 / -9.23 eV. The value obtained for the strongest force on any atom is 0.0702 hartree/bohr. Its gap between HOMO and LUMO (alpha / beta) is 8.4 / 8.4 eV. As for the net charge: 0.

```
9
Properties=species:S:1:pos:R:3:lowdin_charge:R:1
C 0.1518 -0.2648 2.0441 -0.089
C 0.1787 -0.1821 0.7654 0.163
C -0.6793 0.3282 -2.2713 0.058
O -2.1115 -0.4270 -3.8636 -0.148
O -1.5550 -0.4635 -2.6774 -0.160
H -0.5073 -0.4215 2.7839 0.021
H 1.1692 -0.1143 2.2582 0.048
H -0.5163 0.0790 -1.2869 -0.027
H -0.3779 1.1038 -3.0150 0.133
```


ORCA calculation (ωB97M-V/def2-TZVPD) on one molecule with the formula C3H4O2.

The value obtained for the calculated total energy is -7267.2854 eV. The calculation puts the highest occupied orbital energy at -10.08 eV. The value obtained for the strongest force on any atom is 0.0724 hartree/bohr. Its gap between HOMO and LUMO is 10.9 eV. As for the net charge: 0.

```
9
Properties=species:S:1:pos:R:3:lowdin_charge:R:1
O 0.6652 -0.4373 1.4341 0.060
C -0.0535 0.0309 0.3372 -0.565
O -1.3030 0.5771 0.6844 -0.031
C -0.0452 -0.7153 -1.0292 0.081
C 0.5853 0.4156 -0.9296 0.019
H 0.3626 -1.2949 1.5335 0.060
H -1.2761 1.5738 1.0525 0.174
H -0.2504 -1.3576 -1.8181 0.073
H 1.3151 1.2077 -1.2648 0.128
```


ORCA calculation (ωB97M-V/def2-TZVPD) on one molecule with the formula C3H4O2.

The value obtained for the calculated total energy is -7268.6929 eV. The calculation puts the highest occupied orbital energy at -9.77 eV. The value obtained for the strongest force on any atom is 0.0553 hartree/bohr. Its gap between HOMO and LUMO is 10.2 eV. As for the net charge: 0.

```
9
Properties=species:S:1:pos:R:3:lowdin_charge:R:1
O -1.4241 1.2887 1.9520 0.040
C -0.8014 0.4073 1.4361 -0.271
C -0.1670 0.1989 0.0177 -0.031
C 0.4140 -0.7800 -0.7265 -0.195
O 1.0332 -0.5843 -1.9402 -0.004
H -0.5762 -0.3322 2.2244 0.108
H 0.0347 1.1516 -0.5335 0.103
H 0.5800 -1.7516 -0.2952 0.117
H 0.9068 0.4017 -2.1347 0.134
```


ORCA calculation (ωB97M-V/def2-TZVPD) on one molecule with the formula C3H4O2.

The value obtained for the calculated total energy is -7269.7469 eV. The calculation puts the highest occupied orbital energy at -9.92 eV. The value obtained for the strongest force on any atom is 0.0422 hartree/bohr. Its gap between HOMO and LUMO is 10.9 eV. As for the net charge: 0.

```
9
Properties=species:S:1:pos:R:3:lowdin_charge:R:1
C -0.6516 1.1396 -1.1782 0.038
C -0.3230 0.4319 -0.1149 -0.205
O 0.7145 -0.4838 -0.1178 -0.005
C 0.8395 -1.2280 1.0214 -0.301
O 0.1832 -1.1391 2.0424 0.057
H -1.4348 1.8966 -1.2233 0.063
H -0.1578 0.9004 -2.1525 0.081
H -0.8029 0.5247 0.8429 0.109
H 1.6329 -2.0422 0.8800 0.163
```


ORCA calculation (ωB97M-V/def2-TZVPD) on C3H4O2 as an isolated structure.

The value obtained for the calculated total energy is -7269.6438 eV. The calculation puts the highest occupied orbital energy at -10.62 eV. The value obtained for the strongest force on any atom is 0.0776 hartree/bohr. Its gap between HOMO and LUMO is 11.4 eV. As for the net charge: 0.

```
9
Properties=species:S:1:pos:R:3:lowdin_charge:R:1
C 0.9740 -0.3701 0.3923 -0.449
C 0.0693 -0.0822 -0.8191 -0.026
C -0.8367 0.4353 0.2935 -0.158
H -0.1699 -1.1495 -1.2827 0.172
H 0.5042 0.6649 -1.4770 0.111
H -0.7609 1.4777 0.4294 0.106
H -1.8200 -0.0237 0.4029 0.125
O 2.0083 -0.9363 0.6927 0.107
O 0.0316 -0.0162 1.3679 0.013
```


ORCA calculation (ωB97M-V/def2-TZVPD) on one molecule with the formula C3H4O2.

The value obtained for the calculated total energy is -7265.3559 eV. The calculation puts the highest occupied orbital energy at -9.93 eV. The value obtained for the strongest force on any atom is 0.0568 hartree/bohr. Its gap between HOMO and LUMO is 10.9 eV. As for the net charge: 0.

```
9
Properties=species:S:1:pos:R:3:lowdin_charge:R:1
C -2.2805 -0.6447 -0.0690 0.133
C -1.2246 -0.0654 0.0891 -0.079
C 0.1386 0.4849 0.0166 -0.227
O 0.9432 -0.6869 0.0581 -0.180
O 2.2924 -0.2512 -0.1020 -0.019
H -3.1297 -1.1919 -0.3202 0.015
H 0.5512 1.0805 0.8766 0.133
H 0.3852 1.0814 -0.8818 0.130
H 2.5904 -0.9471 0.4778 0.093
```


> Number 10 is which compound?

C3H4O2